Record 1
C6H8S | wB97M-V/def2-TZVPD

Calculated values
Charge: 0
LUMO, Eh: 0.031
SMILES: C#CC(=C)CSC
HOMO, eV: -8.58
DFT total energy, Eh: -631.478793
Max |F|, eV/A: 3.21

Cartesian coordinates (Å):
C  -1.24  -2.58  2.58
C  -0.79  -1.66  1.94
C  0.04  -0.63  1.44
C  0.59  0.31  2.20
C  0.34  -0.82  -0.02
S  1.25  0.69  -0.66
C  0.80  0.52  -2.49
H  -1.84  -3.42  3.01
H  1.22  0.96  1.71
H  0.40  0.28  3.30
H  1.08  -1.48  -0.33
H  -0.56  -0.93  -0.62
H  1.52  -0.24  -2.83
H  1.03  1.53  -3.01
H  -0.22  0.05  -2.58

---

Record 2
C6H8S2 | wB97M-V/def2-TZVPD

Calculated values
Charge: 0
LUMO, Eh: 0.028
SMILES: C#C[C@@]1(S)CC[C@H]1S
HOMO, eV: -9.08
DFT total energy, Eh: -1029.691309
Max |F|, eV/A: 1.83

Cartesian coordinates (Å):
C  2.10  -2.04  -0.06
C  1.12  -1.35  -0.22
C  -0.09  -0.53  -0.36
S  -1.11  -1.09  -1.75
C  -0.88  -0.26  0.96
C  -1.07  1.26  0.48
C  0.12  1.02  -0.53
S  1.71  1.58  0.11
H  2.89  -2.72  0.09
H  -1.39  -2.33  -1.31
H  -1.77  -0.87  1.14
H  -0.13  -0.32  1.76
H  -2.03  1.31  -0.07
H  -1.01  2.07  1.22
H  0.09  1.37  -1.58
H  1.46  2.89  0.10

---

Record 3
C6H9AgF12N2O13S4 | wB97M-V/def2-TZVPD

Calculated values
Charge: -1
LUMO (spin up / spin down), Eh: -0.079 / -0.116
HOMO (spin up / spin down), eV: -7.13 / -7.13
Spin multiplicity: 2
DFT total energy, Eh: -4259.525268
Max |F|, eV/A: 6.14

Cartesian coordinates (Å):
Ag  -15.83  10.24  -13.97
C  -10.62  5.92  -13.61
F  -11.38  5.58  -14.64
F  -11.13  5.55  -12.41
F  -9.48  5.29  -13.76
S  -10.26  7.84  -13.71
O  -8.86  8.14  -13.43
O  -10.63  8.22  -15.03
N  -11.47  8.54  -12.57
S  -10.79  8.64  -11.15
O  -11.79  8.77  -10.10
O  -9.78  7.57  -10.85
C  -9.76  10.27  -11.35
F  -10.01  11.10  -10.26
F  -8.50  9.92  -11.54
F  -10.27  11.03  -12.41
C  -22.04  8.45  -12.81
F  -21.45  9.45  -12.18
F  -23.02  7.96  -12.21
F  -22.53  8.81  -14.03
S  -20.77  7.10  -13.18
O  -21.37  5.80  -12.77
O  -20.58  6.95  -14.65
N  -19.35  7.49  -12.27
S  -19.76  7.17  -10.80
O  -19.18  8.12  -9.87
O  -21.18  7.07  -10.48
C  -18.88  5.44  -10.39
F  -19.44  4.88  -9.33
F  -18.81  4.57  -11.45
F  -17.53  5.75  -10.18
C  -20.62  15.57  -17.05
C  -19.30  15.22  -16.35
O  -18.61  16.16  -15.91
O  -19.04  14.01  -16.15
H  -21.27  14.70  -17.21
H  -20.46  16.05  -18.01
H  -21.21  16.18  -16.36
O  -16.51  13.67  -11.14
H  -17.09  14.34  -11.51
H  -16.33  13.98  -10.26
O  -13.19  13.29  -16.27
H  -13.90  13.72  -16.74
H  -12.50  13.95  -16.23
O  -15.81  9.15  -18.40
H  -15.16  8.55  -18.76
H  -16.38  9.36  -19.15

---

Record 4
C6H9AuCl2O6PRh | wB97M-V/def2-TZVPD

Calculated values
Charge: +4
LUMO (spin up / spin down), Eh: -0.562 / -0.730
HOMO (spin up / spin down), eV: -21.15 / -22.70
Spin multiplicity: 7
DFT total energy, Eh: -2191.323894
Max |F|, eV/A: 10.60

Cartesian coordinates (Å):
Au  -0.33  -1.40  -4.99
Rh  0.45  0.90  -0.59
Cl  -1.09  -2.90  -3.47
Cl  0.48  2.93  -1.59
C  1.24  1.85  0.72
C  0.12  -2.09  -6.80
C  0.25  0.17  -6.02
O  1.72  2.61  1.47
O  0.17  -2.53  -7.86
O  0.57  1.00  -6.77
C  -1.58  2.01  2.95
O  -1.34  1.32  1.71
P  -1.54  -0.32  1.50
O  -0.82  -1.01  2.77
C  0.25  -0.57  3.65
O  -0.18  -0.74  0.23
C  1.04  -1.47  0.41
H  -2.07  2.96  2.69
H  -0.64  2.21  3.45
H  -2.26  1.43  3.61
H  1.02  0.01  3.12
H  -0.18  0.00  4.48
H  0.68  -1.49  4.05
H  1.86  -0.81  0.07
H  1.21  -1.72  1.46
H  0.97  -2.36  -0.23

---

Record 5
C6H9BF6NO5S | wB97M-V/def2-TZVPD

Calculated values
Charge: -1
LUMO, Eh: 0.002
HOMO, eV: -7.40
DFT total energy, Eh: -1687.248289
Max |F|, eV/A: 9.96

Cartesian coordinates (Å):
C  -2.60  -1.61  -0.50
C  -1.05  -1.82  -1.09
O  -0.52  -3.05  -1.15
O  -0.22  -0.67  -1.56
C  0.61  -0.16  -0.41
O  1.97  -0.20  -0.48
C  -0.17  0.40  0.96
N  0.84  1.18  1.75
C  1.07  2.58  1.24
C  -0.24  3.56  1.21
F  -0.40  4.22  -0.10
S  0.62  1.08  3.47
O  2.02  1.30  4.15
O  -0.33  2.13  4.09
F  0.03  -0.47  4.02
H  -2.87  -2.63  0.02
H  -3.34  -1.49  -1.42
H  -2.65  -0.69  0.25
H  -1.11  0.99  0.60
H  -0.52  -0.59  1.52
H  1.43  2.47  0.11
H  1.96  3.09  1.84
H  -0.02  4.44  1.99
H  -1.22  3.03  1.62
B  1.34  -3.42  -4.43
F  1.39  -4.87  -4.41
F  2.10  -2.92  -5.56
F  -0.04  -2.98  -4.54
F  1.91  -2.90  -3.19

---

Record 6
C6H9BO2 | wB97M-V/def2-TZVPD

Calculated values
Charge: 0
LUMO (spin up / spin down), Eh: -0.012 / -0.012
HOMO (spin up / spin down), eV: -7.87 / -7.87
DFT total energy, Eh: -409.216094
Max |F|, eV/A: 5.95

Cartesian coordinates (Å):
B  2.25  0.18  0.08
C  1.06  -0.78  0.12
C  -0.14  -0.12  0.68
C  1.22  -2.07  -0.25
C  -0.90  -0.85  1.50
C  -0.32  1.35  0.45
C  -1.02  1.39  -0.95
O  0.79  2.05  0.64
O  3.48  0.44  -0.16
H  0.26  -2.76  -0.32
H  2.05  -2.66  -0.52
H  -1.75  -0.43  1.97
H  -0.84  -1.78  1.86
H  -0.89  1.80  1.32
H  -1.74  0.70  -1.07
H  -0.17  1.14  -1.77
H  -1.37  2.33  -1.07
H  3.99  1.23  0.20